{
  "formula": "C17H22BrClMnN5O2",
  "method": "ωB97M-V/def2-TZVPD",
  "species": ["Mn", "N", "C", "C", "C", "N", "H", "H", "H", "H", "H", "H", "H", "H", "H", "H", "Br", "C", "C", "C", "C", "C", "C", "C", "C", "C", "C", "H", "H", "H", "H", "H", "H", "Cl", "C", "H", "H", "N", "C", "C", "C", "N", "H", "H", "H", "H", "O", "N", "O"],
  "xyz": [[0.059, 0.331, 0.378], [0.767, -1.767, 0.771], [0.817, -2.349, 2.112], [1.697, -1.541, 3.056], [1.100, -0.203, 3.460], [1.086, 0.715, 2.324], [0.291, -2.394, 0.136], [1.701, -1.611, 0.399], [1.189, -3.382, 2.078], [-0.205, -2.384, 2.500], [2.678, -1.381, 2.594], [1.871, -2.133, 3.960], [1.659, 0.207, 4.311], [0.071, -0.359, 3.791], [2.033, 0.836, 1.953], [0.760, 1.633, 2.607], [-1.523, -1.670, -1.426], [-2.775, -1.998, -0.046], [-3.664, -3.006, -0.287], [-4.651, -3.306, 0.674], [-4.701, -2.574, 1.819], [-3.778, -1.525, 2.071], [-3.892, -0.791, 3.272], [-3.019, 0.228, 3.504], [-2.006, 0.526, 2.572], [-1.773, -0.138, 1.377], [-2.744, -1.194, 1.138], [-3.614, -3.562, -1.212], [-5.360, -4.103, 0.487], [-5.457, -2.778, 2.569], [-4.677, -1.047, 3.975], [-3.099, 0.815, 4.414], [-1.357, 1.351, 2.844], [-1.465, 3.155, -0.791], [-0.390, 2.307, 0.481], [-0.945, 2.549, 1.389], [0.508, 2.945, 0.483], [-0.715, 0.809, -3.187], [-0.355, 1.527, -4.267], [0.839, 2.128, -3.956], [1.109, 1.714, -2.638], [0.160, 0.918, -2.177], [-1.577, 0.317, -3.026], [-0.974, 1.560, -5.148], [1.425, 2.781, -4.578], [1.946, 1.956, -2.007], [3.710, 1.120, 0.931], [3.270, 0.936, -0.206], [2.138, 0.374, -0.250]],
  "orbital_gap_ev": [6.758, 6.061],
  "s2": 1.181,
  "charge": -1,
  "e_lumo_ev": [2.684, 2.681],
  "multiplicity": 2,
  "de_lowest_kj_mol": 17.5
}

***

{
  "formula": "C5H32N2O12",
  "method": "ωB97M-V/def2-TZVPD",
  "species": ["H", "N", "C", "N", "C", "C", "C", "C", "O", "H", "H", "H", "H", "H", "H", "H", "H", "H", "O", "H", "H", "O", "H", "H", "O", "H", "H", "O", "H", "H", "O", "H", "H", "O", "H", "H", "O", "H", "H", "O", "H", "H", "O", "H", "H", "O", "H", "H", "O", "H", "H"],
  "xyz": [[-0.963, 1.067, 3.367], [-1.075, 1.844, 2.703], [-0.078, 2.370, 2.066], [1.314, 2.141, 2.151], [2.184, 2.886, 1.129], [1.841, 2.498, -0.279], [2.313, 1.078, -0.813], [2.957, 1.354, -2.214], [2.809, 0.619, -3.178], [-0.348, 3.135, 1.222], [1.527, 1.184, 2.427], [3.144, 2.408, 1.259], [2.152, 4.049, 1.316], [0.644, 2.519, -0.223], [2.251, 3.187, -1.008], [1.622, 0.245, -0.855], [3.125, 0.672, -0.279], [3.893, 1.861, -2.341], [3.575, -2.402, -3.245], [4.497, -2.536, -3.010], [3.474, -1.504, -2.876], [0.409, -1.245, 1.189], [0.237, -1.860, 0.414], [-0.387, -1.585, 1.655], [2.111, -0.103, 3.799], [1.654, -0.776, 3.244], [3.014, 0.091, 3.519], [-2.928, -2.337, 1.460], [-2.666, -2.806, 0.668], [-2.129, -2.200, 2.009], [-1.903, -1.935, -3.039], [-1.110, -1.740, -3.577], [-1.567, -2.181, -2.216], [-3.494, 3.123, 0.920], [-2.977, 2.231, 1.182], [-3.936, 3.031, 1.779], [-1.144, -4.242, -0.226], [-0.195, -4.274, -0.240], [-1.511, -4.986, -0.709], [0.366, -2.513, -2.700], [0.918, -2.957, -3.399], [0.781, -2.257, -1.926], [-3.137, 0.012, -2.195], [-3.176, -0.877, -2.592], [-2.835, -0.029, -1.298], [-3.708, 3.096, -2.456], [-4.332, 2.349, -2.316], [-3.596, 3.357, -1.456], [-1.176, -1.478, 3.467], [-2.051, -1.742, 3.841], [-0.386, -1.843, 3.887]],
  "orbital_gap_ev": 8.602,
  "smiles": "[H]/N=C\\NCCCC=O.O.O.O.O.O.O.O.O.O.O.O",
  "e_lumo_ev": -0.484,
  "de_lowest_kj_mol": 727.4
}

***

{
  "formula": "C36H87F6N7O6P",
  "method": "ωB97M-V/def2-TZVPD",
  "species": ["C", "C", "C", "O", "H", "H", "H", "H", "H", "H", "H", "C", "C", "O", "N", "H", "H", "C", "H", "H", "H", "H", "H", "H", "C", "C", "O", "N", "H", "H", "C", "H", "H", "H", "H", "H", "H", "C", "C", "O", "N", "H", "H", "C", "H", "H", "H", "H", "H", "H", "C", "C", "O", "N", "H", "H", "C", "H", "H", "H", "H", "H", "H", "C", "C", "O", "N", "H", "H", "C", "H", "H", "H", "H", "H", "H", "C", "C", "C", "C", "N", "C", "C", "C", "C", "C", "H", "H", "H", "H", "H", "H", "H", "H", "H", "H", "H", "H", "H", "H", "H", "H", "H", "H", "H", "H", "C", "C", "C", "C", "N", "C", "C", "C", "C", "C", "H", "H", "H", "H", "H", "H", "H", "H", "H", "H", "H", "H", "H", "H", "H", "H", "H", "H", "H", "H", "P", "F", "F", "F", "F", "F", "F"],
  "xyz": [[16.045, 16.052, 13.414], [16.081, 14.536, 13.382], [14.755, 14.067, 12.767], [17.250, 13.944, 12.857], [15.956, 16.642, 12.502], [16.875, 16.578, 13.885], [15.299, 16.355, 14.149], [16.010, 14.073, 14.367], [14.824, 13.006, 12.526], [14.687, 14.542, 11.788], [13.869, 14.261, 13.370], [19.446, 13.468, 10.431], [18.377, 13.005, 9.478], [18.640, 12.540, 8.352], [16.961, 13.199, 9.959], [16.912, 13.197, 10.968], [16.669, 14.164, 9.898], [15.897, 12.206, 9.372], [19.213, 14.508, 10.658], [20.454, 13.476, 10.015], [19.467, 12.947, 11.388], [15.893, 12.237, 8.282], [14.910, 12.517, 9.714], [16.288, 11.260, 9.746], [19.381, 16.856, 7.373], [18.569, 17.193, 8.693], [18.831, 16.685, 9.793], [17.571, 18.394, 8.643], [17.755, 19.131, 7.978], [16.701, 17.981, 8.340], [17.352, 19.005, 10.008], [20.170, 16.155, 7.646], [19.799, 17.775, 6.962], [18.811, 16.318, 6.615], [16.627, 19.819, 10.017], [18.336, 19.281, 10.387], [17.019, 18.152, 10.600], [11.685, 12.863, 14.562], [12.801, 12.935, 15.644], [13.782, 12.217, 15.500], [12.769, 13.989, 16.748], [11.812, 14.299, 16.841], [12.969, 13.539, 17.629], [13.710, 15.158, 16.449], [12.032, 12.189, 13.779], [11.277, 13.757, 14.092], [10.952, 12.239, 15.074], [13.646, 15.847, 17.291], [13.538, 15.586, 15.461], [14.720, 14.752, 16.503], [20.074, 16.304, 12.790], [19.903, 16.263, 14.314], [19.950, 17.340, 14.994], [19.464, 14.908, 14.898], [18.584, 14.725, 14.439], [20.051, 14.153, 14.575], [19.122, 14.954, 16.418], [19.103, 16.565, 12.371], [20.297, 15.272, 12.518], [20.872, 16.916, 12.369], [18.736, 13.957, 16.626], [18.362, 15.723, 16.555], [20.060, 15.233, 16.898], [19.521, 9.923, 11.834], [18.142, 10.442, 12.296], [17.123, 10.179, 11.735], [18.028, 11.290, 13.563], [18.939, 11.510, 13.940], [17.737, 12.190, 13.209], [17.302, 10.570, 14.774], [19.576, 9.002, 11.253], [20.191, 9.650, 12.649], [20.058, 10.758, 11.384], [16.290, 10.290, 14.479], [17.112, 11.277, 15.581], [17.922, 9.751, 15.137], [13.419, 25.967, 18.016], [13.730, 24.906, 19.077], [13.463, 23.482, 18.534], [14.521, 22.766, 17.683], [14.049, 21.411, 16.987], [13.888, 20.316, 18.010], [14.566, 19.042, 17.465], [15.018, 19.355, 16.095], [15.122, 20.869, 16.040], [12.693, 21.636, 16.156], [13.320, 27.006, 18.331], [12.395, 25.771, 17.697], [14.143, 26.009, 17.203], [12.987, 25.124, 19.845], [14.804, 24.974, 19.253], [12.498, 23.459, 18.029], [13.294, 22.967, 19.480], [15.504, 22.571, 18.113], [14.799, 23.472, 16.901], [12.863, 20.093, 18.307], [14.470, 20.553, 18.900], [13.996, 18.115, 17.533], [15.442, 18.861, 18.087], [14.509, 18.803, 15.305], [16.069, 19.074, 16.030], [14.960, 21.403, 15.104], [16.132, 21.220, 16.252], [12.708, 22.569, 15.591], [11.853, 21.750, 16.842], [12.600, 20.819, 15.441], [8.015, 15.153, 13.725], [8.384, 16.353, 12.850], [9.922, 16.597, 12.842], [10.247, 17.823, 12.000], [11.719, 18.290, 11.852], [12.137, 19.149, 13.078], [12.624, 20.496, 12.443], [12.974, 20.180, 11.031], [11.864, 19.246, 10.628], [12.682, 17.133, 11.690], [8.643, 14.297, 13.480], [6.957, 14.918, 13.609], [8.282, 15.370, 14.760], [7.781, 17.152, 13.282], [8.058, 16.185, 11.823], [10.375, 15.690, 12.441], [10.325, 16.652, 13.854], [9.719, 18.703, 12.369], [9.902, 17.715, 10.971], [12.873, 18.587, 13.653], [11.247, 19.408, 13.651], [13.479, 20.997, 12.896], [11.769, 21.171, 12.464], [13.968, 19.744, 10.928], [13.005, 21.139, 10.514], [12.008, 18.616, 9.751], [11.010, 19.907, 10.478], [12.371, 16.571, 10.809], [12.659, 16.532, 12.599], [13.704, 17.491, 11.572], [14.418, 16.119, 8.271], [13.547, 15.063, 9.133], [13.422, 17.384, 8.574], [15.331, 16.363, 9.596], [15.347, 17.133, 7.372], [15.415, 14.914, 7.892], [13.496, 15.764, 6.924]],
  "orbital_gap_ev": 8.206,
  "charge": 5,
  "e_lumo_ev": -11.321
}

***

{
  "formula": "H5N2PS",
  "method": "ωB97M-V/def2-TZVPD",
  "species": ["H", "N", "P", "N", "H", "H", "S", "H", "H"],
  "xyz": [[-1.220, 0.542, -1.599], [-0.990, -0.085, -0.878], [0.093, -1.044, -1.358], [0.924, -1.615, -0.023], [1.651, -2.280, -0.144], [0.775, -1.423, 0.990], [-0.232, 1.819, 1.511], [-0.621, 0.996, 0.471], [-0.380, 3.091, 1.029]],
  "orbital_gap_ev": 9.290,
  "smiles": "[H]/N=P/N.S",
  "e_lumo_ev": 0.351,
  "de_lowest_kj_mol": 100.8
}

***

{
  "formula": "C13H14N2ORuSe2Te2",
  "method": "ωB97M-V/def2-TZVPD",
  "species": ["Ru", "C", "C", "C", "C", "N", "C", "C", "C", "C", "C", "C", "N", "H", "H", "H", "H", "H", "H", "H", "H", "Se", "Te", "Te", "Se", "C", "O", "C", "C", "H", "H", "H", "H", "H", "H"],
  "xyz": [[0.296, 1.066, 0.550], [-2.176, -2.150, -1.150], [-1.256, -3.215, -1.191], [0.047, -2.971, -0.872], [0.467, -1.667, -0.511], [-0.455, -0.641, -0.479], [-1.718, -0.906, -0.778], [1.794, -1.352, -0.125], [2.907, -2.176, -0.424], [4.158, -1.824, -0.012], [4.327, -0.657, 0.758], [3.214, 0.112, 1.015], [1.990, -0.179, 0.584], [-3.216, -2.300, -1.389], [-1.585, -4.212, -1.454], [0.760, -3.780, -0.824], [-2.410, -0.070, -0.734], [2.759, -3.073, -1.009], [5.011, -2.434, -0.275], [5.305, -0.355, 1.100], [3.310, 1.027, 1.601], [1.517, 1.761, -1.914], [1.759, 3.343, -0.001], [0.323, 1.444, 3.215], [-0.725, -0.733, 2.745], [-3.568, 2.492, 1.178], [-2.256, 1.978, 1.312], [-1.371, 2.028, 0.319], [-1.791, 2.753, -0.932], [-4.101, 1.999, 0.359], [-3.555, 3.569, 0.989], [-4.076, 2.286, 2.119], [-1.978, 3.809, -0.713], [-2.702, 2.330, -1.367], [-1.007, 2.700, -1.689]],
  "orbital_gap_ev": [4.504, 5.695],
  "s2": 0.831,
  "charge": -1,
  "e_lumo_ev": [2.431, 2.233],
  "multiplicity": 2
}

***

For each record above, in turn, the calculated electronic energy values are -143413.985; -33250.514; -87004.271; -23184.999; -166598.427 eV.